Formula: C33H38N3O2
Source: the Open Molecules 2025 dataset
Level of theory: the ωB97M-V functional and the def2-TZVPD basis

charge: +1
energy relative to the best compared isomer or geometry (same formula, charge and spin): 0.0 kJ/mol
frontier orbital gap: 6.026 eV
E_HOMO: -10.81 eV
total energy: -43396.082 eV

Element x y z (Å)
H  1.9900  1.3840  6.2889
C  0.4346  -1.0446  4.8207
H  3.3079  -1.5828  -4.4107
H  -3.5896  5.4330  1.8264
H  5.8671  -2.3174  -0.4544
H  1.4963  0.1533  -1.5685
C  -1.0449  0.0599  -0.1666
C  -0.8707  -0.3054  -3.9295
H  0.3410  -1.1713  3.7215
H  -0.5339  0.8530  -0.7154
H  3.9617  -3.7299  -1.2091
C  -2.6517  -0.3056  -5.6529
H  -1.1554  2.7034  -0.4457
N  -0.2072  0.1887  5.2488
C  -3.4079  2.0319  2.0470
H  -1.1515  -2.1038  0.0282
C  -0.6938  -1.2501  -0.4771
H  2.4470  -1.8159  4.7154
H  -0.0597  -1.8820  5.3315
H  5.4797  -0.5004  1.2226
C  3.8056  -2.9375  -0.4719
C  -2.0390  1.7990  -4.5894
H  -4.2194  -0.2097  -7.1261
H  -2.0807  1.0945  5.3555
H  -0.0648  2.2583  5.3187
C  -1.8530  0.4049  -4.7260
H  -1.8806  5.0014  0.0570
H  -0.1186  -3.5317  -2.0656
C  0.4302  1.4192  4.8115
O  2.3581  -3.5567  -3.3876
H  2.4355  2.1990  4.7088
C  1.3585  -3.5615  -0.4533
C  0.7055  -2.9120  -1.6678
C  -1.8989  2.8715  0.3345
C  4.6517  -1.1321  0.9004
H  -4.5676  3.5130  3.0957
H  3.4239  -0.0870  -3.4342
H  -4.5324  2.2608  -6.8727
C  -2.3119  4.1703  0.6181
C  4.8700  -2.1434  -0.0432
N  1.8104  -1.3440  -3.0015
H  0.6033  -3.7049  0.3294
C  -3.2709  4.4119  1.6116
H  -2.4929  -1.3819  -5.7464
C  2.7372  -0.7723  -3.9490
N  0.2272  -1.5542  -1.4101
H  -2.0945  -0.6913  5.3859
C  -0.0269  0.2822  -3.0610
H  0.3386  1.5373  3.7112
H  1.3109  -1.5947  1.4058
O  2.4769  0.1899  4.6202
H  1.7180  -4.5407  -0.7939
C  -2.0085  0.4112  0.7786
C  1.9037  -0.9863  5.1896
C  -1.6173  0.1908  4.9429
C  -2.9970  2.4568  -5.3601
C  2.5186  -2.7247  0.0332
C  0.9070  -0.5245  -2.2142
C  2.3141  -1.7356  0.9983
H  0.0272  1.3616  -2.9117
H  -3.1274  3.5339  -5.2419
C  1.8978  1.3680  5.1843
H  1.9986  -0.9991  6.2943
C  -2.4294  1.7599  1.0484
H  -1.4276  2.3517  -3.8737
H  -0.8346  -1.3925  -4.0635
H  -3.8441  1.1877  2.5853
H  2.2055  -0.2068  -4.7238
H  -1.8050  0.1789  3.8526
H  -2.5152  -0.3985  1.3118
C  -3.8168  3.3322  2.3236
C  -3.6085  0.3537  -6.4178
H  3.1827  -0.1801  2.2025
C  -3.7838  1.7406  -6.2738
C  1.7180  -2.6961  -2.7886
C  3.3736  -0.9385  1.4379

=====

Formula: C12H23N2O2P2SeZr
Source: the Open Molecules 2025 dataset
Level of theory: the ωB97M-V functional and the def2-TZVPD basis

charge: +3
energy relative to the best compared isomer or geometry (same formula, charge and spin): 42.7 kJ/mol
frontier orbital gap (alpha / beta): 5.917 / 5.920 eV
E_HOMO (alpha / beta): -17.42 / -17.43 eV
total energy: -105069.719 eV

Element x y z (Å)
C  4.1295  -0.4110  1.4917
H  -3.4990  0.5114  1.9320
H  -3.2774  -0.5153  -1.6420
H  -3.0786  3.2481  -1.0015
H  -3.6569  1.8681  -1.9834
H  -2.3349  -2.6137  -2.5613
H  -1.3355  0.9327  0.8021
H  -4.6397  1.3622  0.7668
H  2.0053  -2.8679  -2.5926
H  1.9764  -2.8900  2.4812
Zr  0.5153  0.6833  0.7397
H  3.5189  -3.1720  1.5942
H  -1.9781  2.4701  -2.1656
C  -1.3267  -2.3195  -2.2078
Se  -1.1254  -0.0885  5.3626
P  2.4878  -1.0533  1.1272
C  2.3996  -0.9149  -0.7108
H  1.9372  -3.3890  0.7437
H  -0.2264  -3.6979  -3.3740
C  -2.7803  2.2753  -1.4323
H  4.3869  0.4503  0.8567
H  4.1260  -0.1175  2.5542
H  -0.0691  6.0935  -1.1271
C  -2.5581  -0.6182  -0.8151
N  0.0472  0.3906  2.7511
O  1.9575  1.7960  0.1706
H  4.8608  -1.2210  1.3389
P  -2.4815  1.0493  -0.1731
H  -3.0458  -1.2072  -0.0256
H  -0.4910  5.0786  -0.0087
N  -0.0625  -0.8270  -0.8657
C  1.0751  -2.4079  -2.2465
H  2.6308  0.1691  -0.9478
H  -3.3373  2.2689  1.6821
C  2.4813  -2.8039  1.5040
C  -0.1564  -2.8802  -2.6671
C  -1.2835  -1.2697  -1.3310
H  2.6323  2.4367  -0.1006
H  3.2357  -1.5832  -0.9623
C  -0.2871  0.1715  3.8895
O  -0.8463  5.6803  -0.7103
C  1.0991  -1.3899  -1.3315
C  -3.6251  1.3225  1.1955

=====

Formula: C36H44BF9N9ORuS3
Source: the Open Molecules 2025 dataset
Level of theory: the ωB97M-V functional and the def2-TZVPD basis

charge: +1
expectation value of S²: 6.07
2S+1: 5
frontier orbital gap (alpha / beta): 5.633 / 5.855 eV
E_HOMO (alpha / beta): -8.38 / -8.88 eV
total energy: -113696.664 eV

Element x y z (Å)
H  3.7180  -1.9300  3.5494
H  2.4194  1.8990  -2.4654
C  -1.7479  -0.4959  -6.5052
C  -2.7104  -0.9765  -7.3719
F  1.8418  -4.0303  1.7313
H  -0.1763  -1.6621  -7.4098
H  -3.5988  -1.4058  2.6510
H  -3.9868  2.4690  0.1366
H  2.3798  0.8430  -4.7169
S  -2.0382  -0.0344  -1.3928
N  -1.9487  2.0677  0.7246
H  -3.4150  -1.3852  -3.3245
C  -0.1037  -3.1066  -0.1362
C  1.6108  0.5969  -3.9897
C  2.1812  -3.5745  0.4965
N  -1.9896  0.5201  -5.6593
H  0.6023  -1.4167  -0.9853
B  -2.2520  0.8804  1.6943
N  -4.2321  0.6403  -6.4702
H  2.9647  0.4717  5.2625
Ru  0.0000  0.0000  0.0000
N  -3.2729  -2.0281  -0.5445
H  2.4625  -1.8203  2.2911
H  1.9323  5.3118  -1.5159
H  0.6353  1.2951  -0.8256
C  1.8093  -1.1398  4.2975
N  -0.3418  -0.0167  -2.0795
C  1.3464  4.5512  -0.9549
H  1.8200  -0.3867  6.3697
F  -0.6144  -3.5274  1.0512
H  -1.6389  6.3292  -1.1138
N  -1.0385  3.7153  -0.5419
C  2.5266  -0.5163  5.5216
S  0.5086  2.2836  0.7911
H  0.7943  1.4092  5.2025
C  0.5899  -0.3000  -4.3105
H  -3.1111  -3.0482  -3.8996
C  1.7202  -2.1694  -1.4149
H  -3.1847  -4.7694  -0.5814
H  1.5533  4.7155  0.1240
C  -0.3494  -0.5712  -3.3181
H  -5.4507  -3.6178  -1.0446
C  1.6413  1.1923  -2.7300
H  3.3552  -1.1705  5.8708
H  -2.5237  -1.7879  -8.0617
F  -1.0289  -2.2641  -0.6672
C  -3.7026  -2.3780  0.6923
H  -5.1797  -3.8131  -2.8052
C  0.5953  -0.9767  -5.6121
H  3.2611  -0.3214  2.8753
C  -3.2260  1.0363  -5.6781
H  -3.1653  1.2351  2.3788
H  0.0424  6.8849  -1.3889
C  -2.6839  -0.8020  -0.3591
H  -1.4011  4.6764  -3.0854
C  -0.1886  -0.4500  2.7836
H  -1.2298  2.3796  3.8593
C  -2.7810  -4.2678  -1.4853
F  2.9860  -1.6772  -1.4729
C  -2.9191  -2.3437  -3.0610
F  3.4816  -3.1877  0.5817
C  -3.9439  -0.3687  -7.3089
C  -0.3454  4.5165  -2.7827
H  0.5110  -2.3912  5.5421
F  -0.1109  -4.2010  -0.9390
F  2.1837  -4.6708  -0.3037
C  -3.3786  -1.3939  1.5904
H  0.7937  -3.0690  3.9031
C  0.6524  0.8575  -1.8195
H  1.5440  -1.4590  -5.8445
C  -2.9325  2.7077  0.0659
H  -2.9294  -4.9563  -2.3455
C  -0.7975  2.6924  0.3414
N  -2.7430  -0.3994  0.9436
F  1.7208  -3.2598  -2.2231
H  -4.2203  -3.2950  0.9398
C  2.8675  -1.3130  3.1864
H  -4.7603  -0.6869  -7.9508
C  1.2666  -2.4744  -0.0019
H  2.0890  -3.1565  5.1242
F  0.9317  -1.2566  -2.0418
S  -0.1658  -1.5808  1.8896
N  -1.0679  0.5855  2.6693
C  -0.5773  6.1287  -0.8598
C  1.2664  -2.5168  4.7370
C  -3.4777  -2.9132  -1.7371
C  -0.3954  -1.0789  -6.5169
H  0.2789  5.2435  -3.3464
H  -1.1623  -1.2707  -3.4924
H  -0.4497  6.2720  0.2349
H  -5.5054  -2.1764  -2.1197
N  0.6886  -0.2691  3.8194
C  -4.9913  -3.1446  -1.9371
H  -2.9472  4.3802  -1.3301
C  -0.7328  1.4389  3.6557
C  -2.3848  3.7062  -0.6979
O  1.2680  -1.3809  0.8016
H  -3.4289  1.8485  -4.9887
C  -0.1618  4.6965  -1.2604
H  -0.0497  3.4887  -3.0846
C  0.3287  0.9229  4.3572
H  1.7255  3.5567  -1.2723
H  -1.8187  -2.2048  -3.0048
H  -1.6900  -4.1152  -1.3394

=====

Formula: C4H22NO8
Source: the Open Molecules 2025 dataset
Level of theory: the ωB97M-V functional and the def2-TZVPD basis

expectation value of S²: 0.76
energy relative to the best compared isomer or geometry (same formula, charge and spin): 25.0 kJ/mol
2S+1: 2
frontier orbital gap (alpha / beta): 10.738 / 6.865 eV
E_HOMO (alpha / beta): -10.75 / -10.85 eV
total energy: -22371.092 eV

Element x y z (Å)
H  0.0611  -2.5728  3.1717
H  1.1014  -0.3204  0.1981
H  1.4198  0.8547  2.3107
H  -1.1505  -1.7344  -3.1767
H  2.3852  2.1736  -1.0635
H  -0.5993  2.9409  -0.8025
O  -1.3616  -2.4716  -2.5979
H  -1.5412  -2.2441  -1.6808
O  -2.6008  1.2361  0.6584
C  1.4837  -1.5481  -1.4307
H  -0.5036  0.0058  -2.1701
N  -1.9104  -0.5382  -0.6423
O  1.9027  0.0293  2.5735
H  -1.7696  1.6665  0.2727
H  1.0258  -2.1403  -2.2301
H  0.0441  -1.7700  0.0473
C  -2.2567  -0.0922  0.7612
O  2.2529  -0.5765  -2.1613
O  -0.7010  -2.9220  2.6908
H  -0.8328  -2.3694  1.9201
H  -0.3689  1.0114  -0.6996
C  0.4701  -0.9180  -0.4716
O  0.8708  2.4758  2.1550
H  2.2903  0.2367  -1.6584
O  -0.4129  2.3775  -0.0312
H  -3.1583  -0.6918  0.8996
H  -2.6814  -0.3359  -1.2750
H  1.6507  2.7113  1.6298
C  -0.6699  -0.0491  -1.0909
O  2.1066  3.0711  -0.8371
H  2.1942  -2.2141  -0.9378
H  -1.5188  -0.3183  1.5263
H  0.2272  2.3908  1.3675
H  1.3693  -0.3070  3.3002
H  1.1820  2.9527  -0.5251

=====

Which value of total energy does entry 2 give?
-105069.719 eV

=====

The lowest total energy belongs to which entry?
C36H44BF9N9ORuS3